[1]
This record from the OMol25 dataset describes a structure of composition C39H30ClF10IrN7O3S. The level of theory is wB97M-V/def2-TZVPD.

## Properties
* orbital gap (spin up / spin down): 8.347 / 6.223 eV
* spin multiplicity: 2
* energy relative to the best compared isomer or geometry (same formula, charge and spin): 21.6 kcal per mole
* E_HOMO (spin up / spin down): -0.3013 / -0.2909 Eh
* charge: 0
* E: -4074.46205 hartree

Structure (XYZ):
```
92
C39H30ClF10IrN7O3S (wB97M-V/def2-TZVPD)
Ir 0.399 0.253 0.432
C -1.785 2.395 0.813
N -1.586 0.955 1.099
C -2.440 -0.913 -0.284
C -1.603 -0.531 -1.508
N -0.203 -0.700 -1.213
C 0.642 -0.976 -2.295
C 1.435 -2.121 -2.280
F 1.339 -2.979 -1.254
C 2.321 -2.422 -3.296
F 3.077 -3.522 -3.233
C 2.413 -1.585 -4.395
F 3.259 -1.868 -5.386
C 1.608 -0.464 -4.463
F 1.679 0.346 -5.524
C 0.740 -0.177 -3.427
F -0.020 0.916 -3.531
C -1.520 0.749 2.576
C -0.224 1.277 3.148
N 0.865 1.024 2.216
C 2.131 1.212 2.793
C 3.068 2.080 2.236
F 2.740 2.797 1.165
C 4.336 2.236 2.761
F 5.198 3.080 2.198
C 4.704 1.522 3.889
F 5.922 1.669 4.407
C 3.798 0.661 4.475
F 4.150 -0.049 5.549
C 2.538 0.509 3.927
F 1.715 -0.381 4.492
H -2.652 2.763 1.365
H -1.916 2.525 -0.255
H -0.893 2.938 1.114
H -3.435 -1.153 -0.664
H -1.785 -2.912 -0.439
H -1.866 0.493 -1.807
H -1.892 -1.191 -2.334
H -1.620 -0.321 2.754
H -2.370 1.248 3.047
H -0.060 0.771 4.103
H -0.286 2.350 3.367
N 3.668 -2.043 1.946
C 2.494 -1.587 1.437
S 2.598 -0.419 0.137
N 1.400 -2.033 1.974
N 0.255 -1.557 1.325
C -0.708 -2.394 1.207
C -0.552 -3.758 1.793
C -0.325 -4.841 0.954
C -0.224 -6.119 1.488
C -0.363 -6.315 2.853
C -0.590 -5.230 3.690
C -0.680 -3.953 3.163
C -1.991 -2.224 0.398
C -3.159 -2.826 1.151
C -4.246 -2.204 1.619
C -4.612 -0.789 1.665
C -3.887 0.274 1.296
N -2.699 0.220 0.579
H 4.516 -1.832 1.450
H 3.639 -2.893 2.485
H -0.202 -4.683 -0.111
H -0.034 -6.960 0.834
H -0.291 -7.312 3.267
H -0.692 -5.379 4.757
H -0.836 -3.101 3.814
H -3.123 -3.901 1.280
H -4.985 -2.852 2.079
H -5.579 -0.575 2.102
H -4.247 1.272 1.523
C 1.154 3.590 -4.534
C -0.292 3.611 -4.104
C -1.243 3.250 -5.060
C -2.598 3.282 -4.804
Cl -3.723 2.807 -6.046
C -3.068 3.701 -3.572
C -2.145 4.056 -2.610
C -0.771 3.997 -2.847
O -0.036 4.403 -1.764
C 1.292 3.965 -1.543
C 1.446 2.458 -1.298
O 2.432 1.859 -1.682
O 0.448 1.951 -0.644
H 1.220 3.183 -5.542
H 1.787 2.974 -3.898
H 1.571 4.599 -4.558
H -0.901 2.931 -6.036
H -4.130 3.748 -3.373
H -2.472 4.402 -1.638
H 1.579 4.464 -0.617
H 1.983 4.274 -2.324
```

---

[2]
This record from the OMol25 dataset describes the ion C6H13N2OS with charge +1 at a distorted geometry. The level of theory is wB97M-V/def2-TZVPD.

## Properties
* structure (SMILES): CS[N@@+]1(C(C)=O)CCNC1
* orbital gap: 9.396 eV
* spin multiplicity: 1
* energy relative to the best compared isomer or geometry (same formula, charge and spin): 62.1 kcal per mole
* E_HOMO: -0.4899 Eh
* charge: +1
* E: -819.02342 hartree

Structure (XYZ):
```
23
C6H13N2OS (wB97M-V/def2-TZVPD)
C 1.205 -1.032 -0.501
C -1.560 1.420 -0.661
C -0.925 0.084 -1.008
C 0.580 1.557 -0.009
C 2.498 -0.921 0.226
C -1.744 -1.625 1.767
N -0.678 2.068 0.205
N 0.225 0.006 -0.029
O 0.808 -1.822 -1.268
S -0.167 -0.749 1.635
H -1.798 1.953 -1.583
H -2.603 1.479 -0.250
H -1.516 -0.829 -0.885
H -0.467 0.161 -2.002
H 1.097 1.817 -0.915
H 1.328 1.869 0.724
H 2.530 0.038 0.758
H 2.704 -1.644 0.907
H 3.349 -1.014 -0.469
H -1.940 -2.398 0.966
H -2.625 -0.979 1.773
H -1.649 -2.337 2.518
H -0.746 3.043 0.293
```

---

[3]
This record from the OMol25 dataset describes an isolated molecule of C4H3FO3 at a distorted geometry. The level of theory is wB97M-V/def2-TZVPD.

## Properties
* structure (SMILES): Oc1coc(F)c1O
* orbital gap: 8.590 eV
* spin multiplicity: 1
* energy relative to the best compared isomer or geometry (same formula, charge and spin): 39.8 kcal per mole
* E_HOMO: -0.3073 Eh
* charge: 0
* E: -479.72693 hartree

Structure (XYZ):
```
11
C4H3FO3 (wB97M-V/def2-TZVPD)
C 0.409 0.196 -0.475
C -0.668 -0.069 -1.257
C -1.238 -0.612 0.739
C 0.094 -0.261 0.802
H 1.821 0.617 -1.639
H -0.808 0.246 -2.274
H 1.630 0.598 1.584
O 1.647 0.718 -0.585
O -1.690 -0.470 -0.488
O 0.902 -0.061 1.840
F -2.100 -0.902 1.755
```

---

[4]
This record from the OMol25 dataset describes a structure of composition C8H17Br6O4P at a distorted geometry. The level of theory is wB97M-V/def2-TZVPD.

## Properties
* orbital gap: 10.192 eV
* spin multiplicity: 1
* energy relative to the best compared isomer or geometry (same formula, charge and spin): 0.2 kcal per mole
* E_HOMO: -0.3756 Eh
* charge: 0
* E: -16401.49969 hartree

Structure (XYZ):
```
36
C8H17Br6O4P (wB97M-V/def2-TZVPD)
C 0.774 -3.641 0.008
Br 1.189 -2.463 -1.437
Br 1.273 -2.822 1.708
Br 1.503 -5.389 -0.171
H -0.292 -3.715 0.153
C -2.926 -1.012 1.477
Br -3.892 -1.811 2.954
Br -3.723 0.532 0.752
Br -2.468 -2.308 0.133
H -1.991 -0.757 1.954
C -2.283 0.370 -2.746
C -1.589 1.386 -1.895
O -1.044 0.759 -0.733
P 0.229 1.308 0.006
O 0.445 2.748 -0.169
O -0.086 0.801 1.465
C 0.992 0.630 2.425
C 0.395 0.046 3.676
O 1.413 0.386 -0.429
C 2.143 0.572 -1.654
C 2.935 1.855 -1.716
H -2.909 0.889 -3.479
H -1.628 -0.311 -3.291
H -2.980 -0.261 -2.190
H -0.790 1.869 -2.465
H -2.284 2.180 -1.612
H 1.732 -0.034 1.977
H 1.448 1.597 2.629
H 1.176 -0.111 4.422
H -0.261 0.807 4.115
H -0.209 -0.848 3.545
H 2.786 -0.301 -1.733
H 1.440 0.524 -2.492
H 3.017 2.330 -0.743
H 3.960 1.633 -2.023
H 2.507 2.563 -2.419
```

---

[5]
This record from the OMol25 dataset describes a cluster of 2 separate species, C3H6NOP in total at a distorted geometry. The level of theory is wB97M-V/def2-TZVPD.

## Properties
* orbital gap (spin up / spin down): 9.932 / 4.871 eV
* spin multiplicity: 1
* energy relative to the best compared isomer or geometry (same formula, charge and spin): 95.6 kcal per mole
* E_HOMO (spin up / spin down): -0.3487 / -0.2468 Eh
* charge: 0
* E: -589.09393 hartree

Structure (XYZ):
```
12
C3H6NOP (wB97M-V/def2-TZVPD)
C -0.777 -1.169 1.229
C 0.531 1.061 -1.555
C -1.593 -2.248 1.109
N 0.013 -0.329 1.404
O 0.919 1.961 -0.546
P 1.981 1.445 0.592
H 0.333 1.628 -2.519
H -0.448 0.582 -1.298
H 1.201 0.239 -1.471
H -2.130 -2.482 0.170
H -1.371 -3.190 1.655
H 1.342 2.502 1.231
```